No. 1
Entry from the OMol25 dataset: a 16-piece molecular cluster, C38H75N12O4 overall (ωB97M-V/def2-TZVPD).

```
129
C38H75N12O4 | the OMol25 dataset | ωB97M-V/def2-TZVPD
C 2.9586 0.3689 -1.2190
C 1.6093 0.8193 -0.7387
C 0.3681 -0.1064 -0.7548
N -0.8305 0.2094 -0.0916
C -1.3882 1.5786 -0.6074
C -0.6539 0.1218 1.4155
C -1.9349 -0.3950 1.9776
C -2.7058 -0.8833 0.7699
C -1.8263 -0.7814 -0.4321
H 2.9273 0.1073 -2.2512
H 3.2316 -0.5495 -0.6184
H 3.6145 1.1409 -1.0154
H 1.4094 1.9071 -1.2163
H 1.7755 1.0711 0.2950
H 0.5746 -1.1611 -0.4476
H 0.4162 -0.0899 -1.8227
H -2.4939 1.6233 -0.1332
H -1.4014 1.6248 -1.7909
H -0.7809 2.4059 -0.0661
H -0.3432 1.2537 1.8339
H 0.2443 -0.4416 1.5798
H -2.7934 0.0730 2.6025
H -1.6107 -1.1854 2.5786
H -3.4504 -0.3169 0.7600
H -3.2086 -1.8621 0.9822
H -2.5547 -0.4045 -1.0626
H -1.4053 -1.7301 -0.5496
C -0.5704 5.9640 -0.4178
C 0.3577 4.9876 -1.0050
N 1.1320 4.2605 -1.4917
H -0.2508 6.0438 0.5869
H -0.5110 7.0431 -0.7625
H -1.6325 5.6938 -0.1830
C -0.3227 2.9604 -4.4586
C -1.7225 3.3485 -3.9225
N -2.7911 3.6396 -3.6625
H 0.2507 2.7255 -3.6397
H -0.3697 2.1787 -5.2824
H 0.1139 3.8582 -4.8954
C 5.7390 -2.7606 -1.3929
C 5.6342 -3.6494 -2.6670
N 5.5996 -4.3359 -3.5920
H 6.6640 -2.3966 -1.2546
H 5.1330 -1.8102 -1.5811
H 5.2241 -3.2018 -0.6296
C 3.4369 -2.3516 -5.1698
C 2.2915 -1.5842 -4.7175
N 1.4166 -0.8832 -4.3948
H 3.3555 -3.4936 -4.9338
H 3.9576 -2.2833 -6.0208
H 4.3634 -2.2487 -4.5963
C 6.4988 1.5486 0.6064
C 7.2234 0.7794 -0.4834
N 7.8116 0.2087 -1.3079
H 6.9718 2.4391 0.7496
H 5.4800 1.6058 0.3501
H 6.6408 1.1369 1.5381
C 3.2770 -3.3869 1.7089
C 1.8130 -3.1780 1.7234
N 0.6546 -3.0182 1.7348
H 3.3801 -3.2499 2.8455
H 3.5461 -4.3290 1.4899
H 3.6909 -2.7459 1.0341
C -6.2877 -2.9486 -0.2179
C -5.6976 -1.5238 -0.7772
N -5.2972 -0.4937 -1.1932
H -7.2277 -2.7633 0.1088
H -6.3769 -3.6053 -1.0642
H -5.6728 -3.2145 0.5351
C -1.9701 -0.6256 -6.4698
C -2.2015 -0.7447 -4.9051
N -2.4920 -0.7655 -3.7788
H -2.9253 -0.3115 -6.9776
H -1.0379 -0.3210 -6.6176
H -1.7721 -1.6443 -6.7994
C -1.2353 -5.7857 0.3074
C -2.1944 -4.8181 -0.3188
N -2.9589 -4.1734 -0.8770
H -0.8254 -5.6179 1.2874
H -1.7846 -6.6982 0.3263
H -0.4406 -5.7998 -0.2950
C 4.2503 2.0208 3.9303
C 3.9243 1.0120 2.8642
N 3.7237 0.2805 1.9914
H 3.4431 2.6983 3.7975
H 4.0654 1.4409 4.8834
H 4.9100 2.5318 3.8168
C 3.4743 4.1881 0.9294
C 2.1483 3.8604 1.4784
N 1.1641 3.5619 1.9321
H 4.2274 3.6936 1.5863
H 3.5398 4.0670 -0.1582
H 3.6231 5.2667 1.1545
C 3.4572 2.4248 -3.8919
C 3.5420 3.7171 -4.6883
O 2.7094 3.6056 -5.7680
H 3.6838 1.3829 -4.5429
H 2.4245 2.4295 -3.4091
H 4.3074 2.2109 -3.0286
H 4.5108 3.7272 -5.0762
H 3.7846 4.6314 -3.8630
H 2.0951 4.3210 -5.7949
C -2.9327 -3.6034 3.1732
C -3.9763 -4.7514 3.0906
O -4.5997 -4.9637 4.2897
H -2.3692 -3.6009 2.2025
H -2.3295 -3.7675 3.9268
H -3.4648 -2.6537 3.2640
H -3.5033 -5.6922 2.6445
H -4.6259 -4.6025 2.3150
H -5.3457 -5.3560 4.0575
C -1.6391 3.7138 4.2985
C -2.3073 2.4850 4.8975
O -1.5193 1.3474 4.8956
H -2.2163 4.5903 4.2677
H -1.1882 3.5030 3.3042
H -0.7041 3.6668 4.7663
H -3.2398 2.2043 4.2149
H -2.7041 2.6180 6.1513
H -1.7482 0.5592 5.3480
C -5.9980 -0.3767 3.5053
C -6.3188 -1.6004 4.4374
O -7.3477 -2.2795 3.9171
H -5.8101 -0.8544 2.5697
H -5.0617 0.1078 4.0421
H -6.6905 0.2960 3.2745
H -6.7080 -1.1844 5.3009
H -5.6835 -2.3717 4.8490
H -7.8132 -2.5638 4.6973
```

- orbital gap (eV) = 9.791
- total charge = +1
- highest occupied orbital energy (eV) = -11.611

Atom charges from the Mulliken analysis, given in e for atoms 1 to 8: atom 1 (C): -0.92, atom 2 (C): 1.98, atom 3 (C): -1.87, atom 4 (N): 1.92, atom 5 (C): -0.05, atom 6 (C): 0.22, atom 7 (C): 0.12, atom 8 (C): -0.78

---

No. 2
Entry from the OMol25 dataset: C38H76Cu2O35S7 as an isolated structure (ωB97M-V/def2-TZVPD).

```
158
C38H76Cu2O35S7 | the OMol25 dataset | ωB97M-V/def2-TZVPD
Cu 0.9273 1.5276 -1.7934
Cu -2.0821 -0.1230 -0.9964
S 0.3224 0.0038 0.4297
O 1.5703 0.1147 -0.3170
O 0.4665 0.1920 1.8539
O -0.4424 0.9786 -0.2590
O -0.4748 -1.1694 0.0874
S -1.4611 1.5762 -3.1913
O -0.7965 2.6500 -2.4832
O -0.7033 0.4480 -2.6497
O -2.7242 1.1948 -2.5752
O -1.4555 1.6948 -4.6309
C 0.8782 5.2781 0.8662
C 1.3558 4.1218 1.7545
C 2.1155 3.3571 0.8083
O 1.3477 3.4396 -0.3401
C 0.3112 4.3971 -0.2108
H 1.6845 5.8768 0.4425
H 0.1244 5.9669 1.2474
H 0.6206 3.4488 2.1958
H 1.8100 4.5832 2.6313
H 2.2252 2.3127 1.1004
H 3.1006 3.8161 0.7249
H -0.6469 3.9878 0.1096
H 0.3063 5.0386 -1.0920
C -4.7753 -3.1454 0.3306
C -5.7204 -2.1014 -0.2529
C -4.9631 -0.7633 -0.4128
O -3.6370 -1.1822 -0.1117
C -3.6163 -2.2915 0.7852
H -4.3756 -3.7901 -0.4522
H -5.1319 -3.8450 1.0866
H -6.5510 -1.9344 0.4329
H -6.0502 -2.3494 -1.2618
H -5.3077 0.0068 0.2772
H -4.8626 -0.3527 -1.4175
H -3.8673 -1.7970 1.7237
H -2.6614 -2.7805 0.9782
C -1.3721 -5.5974 3.4423
C -2.6679 -6.3763 3.0553
C -3.2094 -6.9005 4.3120
O -1.9822 -7.2332 4.9451
C -0.8241 -6.5171 4.5620
H -1.7506 -4.6530 3.8335
H -0.8605 -5.3934 2.5017
H -2.4277 -7.2557 2.4578
H -3.2757 -5.6403 2.5291
H -3.8974 -7.7394 4.2071
H -3.7075 -6.0930 4.8487
H -0.2177 -7.3429 4.1899
H -0.3877 -5.9041 5.3505
C -3.5904 3.1735 1.6348
C -2.6382 2.3063 2.5535
C -2.9412 0.8936 2.0469
O -2.9491 1.1590 0.6530
C -3.6642 2.3513 0.3458
H -3.0703 4.1314 1.6306
H -4.5081 3.2653 2.2157
H -2.8131 2.2614 3.6285
H -1.5902 2.4938 2.3200
H -3.8907 0.4685 2.3722
H -2.1713 0.1522 2.2611
H -4.6982 2.0486 0.1803
H -3.3030 2.8309 -0.5640
C 2.9737 4.7656 -4.1759
C 3.8316 4.5459 -2.8839
C 3.5888 2.9988 -2.6564
O 2.1456 2.8919 -2.8294
C 1.8495 3.7012 -4.0891
H 3.5963 4.6476 -5.0627
H 2.5601 5.7625 -4.3283
H 3.3251 5.0101 -2.0377
H 4.8676 4.8811 -2.8343
H 3.7186 2.7632 -1.6002
H 4.0826 2.2920 -3.3232
H 0.8268 4.0515 -3.9500
H 1.7620 3.0901 -4.9874
C 3.0384 -0.1176 -5.2022
C 4.0261 -0.6283 -4.1897
C 3.3125 -0.6030 -2.8761
O 2.1814 0.2490 -3.2067
C 1.7193 0.1070 -4.5438
H 3.0168 -0.8383 -6.0197
H 3.3950 0.8118 -5.6464
H 4.8593 0.0745 -4.1845
H 4.4247 -1.6100 -4.4453
H 3.8867 -0.2643 -2.0138
H 3.0442 -1.5950 -2.5127
H 1.2760 1.0363 -4.9015
H 1.0292 -0.7359 -4.5828
C -1.6058 -3.1639 -4.1788
C -2.9810 -2.6597 -4.5161
C -3.4829 -2.1176 -3.1921
O -2.3574 -1.7149 -2.4625
C -1.4098 -2.8214 -2.7345
H -0.9106 -2.6404 -4.8351
H -1.3794 -4.2163 -4.3495
H -3.7353 -3.3486 -4.8965
H -2.8850 -1.9167 -5.3078
H -4.0069 -2.8205 -2.5444
H -4.1743 -1.2814 -3.2957
H -1.6651 -3.6909 -2.1289
H -0.4843 -2.3002 -2.4896
C 1.0163 -4.5447 -0.4389
C 2.4609 -4.5515 -0.6766
O 2.8461 -5.8922 -1.0263
S 1.5174 -6.9537 -0.8973
O 1.3331 -7.4224 0.4736
O 1.4613 -7.9462 -1.9462
O 0.5534 -5.6313 -1.1941
H 0.5078 -3.6041 -0.6507
H 0.7686 -4.7246 0.6072
H 3.0063 -4.1845 0.1928
H 2.6784 -3.9709 -1.5731
C -3.1688 4.9845 -2.8405
C -2.2465 5.8803 -3.7120
O -3.1300 6.3177 -4.7546
S -4.6590 6.5396 -4.1455
O -5.6513 5.8477 -4.9563
O -4.9414 7.8686 -3.5967
O -4.4210 5.5911 -2.8021
H -2.8955 5.0187 -1.7859
H -3.2685 3.9256 -3.0792
H -1.4635 5.3236 -4.2269
H -1.7995 6.6729 -3.1119
C 1.0174 -2.3481 3.3373
C 2.4266 -2.1321 2.8803
O 3.1214 -3.3560 3.1068
S 2.6074 -4.0364 4.4770
O 3.0346 -3.1745 5.5298
O 2.8019 -5.4830 4.5400
O 1.0594 -3.6339 4.0520
H 0.3406 -2.5537 2.5080
H 0.5544 -1.5586 3.9293
H 2.8504 -1.4078 3.5759
H 2.4870 -1.7903 1.8470
C 0.7842 1.2028 4.9896
C 1.6342 2.3501 5.3923
O 0.7523 3.0502 6.2108
S -0.0832 2.0557 7.2792
O -1.2997 2.7092 7.7229
O 0.7904 1.2932 8.1597
O -0.3153 1.1898 5.9340
H 1.3523 0.2726 4.9927
H 0.4960 1.2746 3.9408
H 1.8938 2.9828 4.5435
H 2.5625 1.8686 5.6998
C 6.2419 -0.0239 2.2001
C 5.2921 0.2614 1.0534
O 5.1688 1.7141 1.0359
S 5.7183 2.4937 2.2808
O 4.5973 2.6086 3.1932
O 6.4156 3.7128 1.9267
O 6.6334 1.1804 2.6870
H 7.1966 -0.5181 2.0197
H 5.6672 -0.4716 3.0108
H 4.2630 -0.0974 1.0677
H 5.7210 -0.0506 0.1012
```

- orbital gap (spin up / spin down) (eV) = 9.233 / 7.372
- total charge = 0
- 2S+1 = 3
- highest occupied orbital energy (spin up / spin down) (eV) = -9.410 / -9.410

Atom charges from the Mulliken analysis, given in e for atoms 1 to 8: atom 1 (Cu): -1.27, atom 2 (Cu): -0.70, atom 3 (S): 0.74, atom 4 (O): -0.83, atom 5 (O): 0.99, atom 6 (O): -0.27, atom 7 (O): -1.01, atom 8 (S): 0.71

---

Which of these has the highest total charge? C38H75N12O4

---

Among the records above, which one has the lowest total charge? C38H76Cu2O35S7